Entry 1:
46
Properties=species:S:1:pos:R:3 method="wB97M-V/def2-TZVPD" charge=+1 multiplicity=2 energy_ev=-116019.832 s_squared=0.8524 e_homo_ev="-10.844 / -10.809"
V -0.28010 -2.54971 -1.22990
I 0.02466 -2.32543 -3.76240
C -1.77370 -1.11669 -1.55400
C -2.94566 -1.54617 -2.09003
C -3.86583 -0.67994 -2.62820
C -3.65457 0.71748 -2.60738
C -2.41119 1.18027 -2.15457
C -2.03899 2.54293 -2.15211
C -0.86710 2.99975 -1.54350
C 0.03044 2.08301 -0.93632
C -0.26661 0.76489 -0.81106
P 0.53766 -0.66498 0.08294
C 2.25301 -0.11144 0.08557
C 2.99788 -0.28875 1.24773
C 4.39399 0.13444 1.23358
C 4.86263 0.82898 0.14697
C 4.15285 0.87853 -1.12771
C 2.82207 0.41484 -1.15648
C -0.20447 -0.01642 1.69106
C 0.38493 1.07651 2.21679
C -0.33969 1.78645 3.17570
C -1.43669 1.26429 3.80257
C -2.06015 0.07311 3.23914
C -1.43171 -0.56777 2.14958
C -1.47403 0.28946 -1.48930
H -3.05684 -2.64247 -2.26749
H -4.71092 -1.05311 -3.22916
H -4.33689 1.33613 -3.12509
H -2.62018 3.23563 -2.77804
H -0.63646 4.05377 -1.65237
H 0.99380 2.39645 -0.53358
H 2.53654 -0.66959 2.14754
H 5.03590 -0.13263 2.04601
H 5.73971 1.40242 0.20406
H 4.76170 1.14481 -2.01918
H 2.17903 0.50102 -2.04242
H 1.27965 1.51742 1.77922
H -0.01967 2.73352 3.48637
H -1.97810 1.88056 4.52904
H -3.02047 -0.28205 3.67946
H -1.76747 -1.49261 1.60507
S -0.25208 -3.11911 3.07328
Sb 0.62688 -4.17263 1.20287
S 1.76038 -3.28363 -0.81066
S -1.30620 -4.20007 -0.29771
S 1.38208 -6.32144 1.17411

Entry 2:
51
Properties=species:S:1:pos:R:3 method="wB97M-V/def2-TZVPD" charge=-1 e_above_lowest_kcal_mol=0.2 energy_ev=-117700.337 e_homo_ev=-3.900
H 1.68478 -0.92915 0.27880
C 1.61329 -1.73054 -0.46331
H 2.63939 -2.05570 -0.66635
C 0.83828 -2.86608 0.12017
C -0.29528 -3.29272 -0.42793
N -0.81549 -2.70820 -1.60165
C -2.15611 -3.02802 -2.03702
C -2.37926 -3.89758 -3.09700
C -3.65998 -4.18970 -3.49526
C -4.76330 -3.61989 -2.85888
O -6.03457 -3.97830 -3.32242
C -7.09329 -3.34121 -2.65884
C -4.52833 -2.72848 -1.81110
C -3.24813 -2.43823 -1.40983
C -0.11747 -1.67490 -2.22098
C 1.01928 -1.16002 -1.71397
C 1.60059 0.03149 -2.33085
N 2.71961 0.61052 -1.76843
O 1.08409 0.50992 -3.33442
H 1.20712 -3.33180 1.02021
H -0.86146 -4.09422 0.01319
H -1.53403 -4.33321 -3.60193
H -3.83914 -4.85492 -4.32047
H -8.03285 -3.68360 -3.09188
H -7.07078 -3.60124 -1.60092
H -7.00977 -2.26292 -2.79195
H -5.35679 -2.24916 -1.32413
H -3.06571 -1.73935 -0.61181
H -0.54242 -1.22974 -3.10111
H 3.33660 0.07768 -1.17473
H 3.21068 1.29931 -2.31061
O -1.23485 2.42777 4.05324
C -0.35600 3.12735 3.87202
Co 1.05890 4.21562 3.56104
C 0.84657 5.31480 2.15387
O 0.73052 6.00398 1.25763
C 1.52344 5.37212 4.89621
O 1.82642 6.09937 5.71596
C 2.74489 3.14095 3.75395
C 2.31141 3.01080 2.36494
C 1.89706 1.69799 1.90457
Co 4.28593 3.67938 2.54562
C 4.19732 4.46819 0.90850
O 4.12586 4.95248 -0.11803
C 5.30777 2.18400 2.55378
O 5.91915 1.22567 2.55910
C 4.80120 5.03400 3.66672
O 5.10050 5.87736 4.36882
H 2.97311 2.20687 4.26217
H 1.90605 1.47657 0.86004
H 1.48522 0.97467 2.57531

Entry 3:
48
Properties=species:S:1:pos:R:3 method="wB97M-V/def2-TZVPD" smiles="Cc1ccc([S@@](=O)([O-])=NC(=O)[C@](C#N)(c2ccccc2)S(=O)(=O)c2ccccc2)cc1" charge=-1 energy_ev=-57976.464 e_homo_ev=-5.529
C -6.83182 -0.91541 -2.52946
C -5.32473 -0.76508 -2.62866
C -4.55615 -1.92721 -2.65840
C -3.14995 -1.80860 -2.70536
C -2.55867 -0.55045 -2.69262
S -0.80640 -0.40196 -2.79817
O -0.28747 -1.72972 -3.08503
O -0.47061 0.66096 -3.67909
N -0.02497 0.12965 -1.07497
C 1.20810 -0.13751 -0.73089
O 2.23243 -0.70944 -1.09969
C 1.55343 0.48777 0.75563
C 1.14480 -0.64011 1.61055
N 0.77677 -1.65040 2.13502
C 0.88203 1.80081 1.10659
C -0.42470 1.76553 1.59245
C -1.13906 2.95999 1.80168
C -0.54238 4.16913 1.56768
C 0.77714 4.24179 1.12662
C 1.49948 3.03159 0.90359
S 3.36725 0.80886 1.47837
O 4.10606 1.31383 0.30918
O 3.42388 1.57571 2.65689
C 4.04022 -0.77250 1.91746
C 4.59604 -0.96089 3.18326
C 5.10590 -2.21809 3.53836
C 5.08994 -3.26713 2.60923
C 4.56760 -3.05141 1.32960
C 4.06772 -1.79395 0.98590
C -3.34731 0.57114 -2.73693
C -4.72392 0.48661 -2.68603
H -7.33393 0.06815 -2.48675
H -7.27643 -1.45832 -3.38298
H -7.14699 -1.46881 -1.62565
H -5.02879 -2.89612 -2.64986
H -2.58041 -2.66982 -2.74500
H -0.92744 0.80712 1.70396
H -2.16820 2.89549 2.13392
H -1.06659 5.11087 1.77621
H 1.26878 5.15863 0.91638
H 2.48149 3.10474 0.45798
H 4.62389 -0.15628 3.90864
H 5.52043 -2.39356 4.53817
H 5.47133 -4.26277 2.87099
H 4.53823 -3.84986 0.58050
H 3.67444 -1.60942 -0.00475
H -2.91461 1.54641 -2.80584
H -5.38584 1.37003 -2.68870

Entry 4:
47
Properties=species:S:1:pos:R:3 method="wB97M-V/def2-TZVPD" charge=0 e_above_lowest_kcal_mol=130.6 energy_ev=-37790.483 e_homo_ev=-7.104
C -3.84193 -2.80407 6.64685
C -2.78793 -2.77125 5.49451
C -1.82286 -1.82655 5.54047
C -0.95445 -1.65666 4.44578
C -0.96361 -2.40997 3.21884
N -0.05067 -2.25381 2.15632
N 0.12109 -3.30214 1.20688
C 0.38798 -2.78126 0.01443
C 0.70943 -3.69479 -1.10692
C 0.32250 -1.38288 0.10594
C 0.56711 -0.53639 -0.92442
C 0.50573 0.89967 -1.06465
C -0.34846 1.79049 -0.43572
C -0.16810 3.02548 -1.15356
C 0.74285 2.77054 -2.21001
C 1.31970 3.60800 -3.23111
C 2.57398 3.20148 -3.93966
C 2.97507 3.78736 -5.11371
N 4.02106 3.28285 -5.98738
O 4.22183 3.91434 -7.05638
O 4.44169 2.16711 -5.73702
C 2.14632 4.91462 -5.63647
C 0.95201 5.23831 -5.08950
C 0.58197 4.67445 -3.75774
O -0.37451 5.11529 -3.08720
O 1.17112 1.49086 -2.15480
C 0.00498 -1.04057 1.52269
O -0.03954 0.05651 2.06992
C -2.00004 -3.43906 3.23834
C -2.81624 -3.58291 4.36722
H -3.42903 -2.36927 7.60980
H -4.19325 -3.81857 6.94739
H -4.76813 -2.21735 6.31606
H -1.79269 -1.10356 6.36797
H -0.12731 -0.93615 4.46386
H 0.23774 -4.27893 1.49810
H -0.16257 -3.65980 -1.83537
H 1.10445 -4.59591 -0.72410
H 1.67486 -3.32916 -1.63042
H 0.98836 -0.98099 -1.82099
H -1.10156 1.55367 0.25673
H -0.67337 3.97636 -0.97085
H 3.23437 2.45768 -3.51655
H 2.52898 5.33707 -6.58422
H 0.42417 6.13524 -5.45532
H -2.09426 -4.11028 2.45888
H -3.44888 -4.51507 4.27707

Entry 5:
55
Properties=species:S:1:pos:R:3 method="wB97M-V/def2-TZVPD" charge=0 e_above_lowest_kcal_mol=3.3 energy_ev=-61091.068 e_homo_ev=-8.262
Zr 0.34231 -0.96852 -0.43318
N -3.83745 -2.43385 -0.58845
C -2.47932 -2.42942 -0.56783
S -1.67836 -1.69366 -1.96008
N -1.92209 -2.96086 0.48562
N -0.55059 -2.80437 0.44429
C 0.16184 -3.46535 1.28320
C 1.62237 -3.48773 1.27026
C 2.27751 -4.11717 2.33456
C 3.65122 -4.23194 2.35636
C 4.39306 -3.72987 1.28783
C 3.77430 -3.11596 0.21589
C 2.38641 -2.97370 0.20107
O 1.79099 -2.32844 -0.80557
H -4.31032 -2.25640 -1.45558
H -4.29382 -3.00729 0.10218
H -0.35678 -4.07251 2.02604
H 1.68654 -4.51580 3.14922
H 4.14603 -4.70882 3.18901
H 5.47197 -3.81415 1.29506
H 4.34222 -2.72143 -0.61434
C 0.62316 0.28424 -4.37594
C 1.52725 0.70502 -3.27983
N 1.56091 0.19923 -2.06049
C 2.53236 0.89510 -1.37126
C 3.09795 1.81479 -2.19121
N 2.44613 1.68655 -3.39381
C 4.17142 2.82667 -2.06035
O 4.86009 2.79792 -0.93546
O 4.39114 3.58311 -2.97352
C 2.76421 0.69453 0.07968
O 3.75304 1.18537 0.61048
O 1.84559 0.00203 0.67543
H 0.05570 -0.59281 -4.06822
H 1.18652 0.03390 -5.27422
H -0.07951 1.08100 -4.62147
H 2.66534 2.25688 -4.19759
H 4.54787 2.05404 -0.35967
O -0.60567 1.05707 -0.67307
C -1.24678 0.88884 0.40511
O -0.98810 -0.16568 1.08754
C -2.27877 1.82955 0.85800
C -2.49626 2.99514 0.13447
C -3.47816 3.90986 0.51820
C -4.20677 3.58546 1.63728
O -5.21739 4.30171 2.20154
C -5.63312 3.56025 3.35240
O -4.86253 2.36174 3.41225
C -3.98869 2.42047 2.36056
C -3.02984 1.51422 2.00388
H -1.88902 3.18305 -0.73924
H -3.66205 4.82217 -0.02710
H -6.68903 3.30190 3.24568
H -5.44086 4.15855 4.24696
H -2.85416 0.60538 2.55743

Entry 6:
56
Properties=species:S:1:pos:R:3 method="wB97M-V/def2-TZVPD" charge=-1 multiplicity=3 energy_ev=-114550.302 s_squared=2.0190 e_homo_ev="-3.193 / -4.677"
Ti -1.50316 1.39864 1.24937
C 0.50443 1.84950 6.18882
S 1.26121 0.55701 5.14882
C 0.33808 0.92016 3.67028
S -1.25827 0.33558 3.51804
N 0.98142 1.62779 2.79605
N 0.31866 1.93788 1.68356
C 0.96867 2.59638 0.72362
C 0.26577 2.78799 -0.47184
C 0.73706 3.51466 -1.58622
C -0.05249 3.62693 -2.70511
C -1.30128 2.98953 -2.72576
C -1.71183 2.28955 -1.60571
N -0.98146 2.20000 -0.49298
H 0.86703 1.71317 7.20283
H -0.57536 1.73071 6.14847
H 0.79799 2.82355 5.80456
H 1.99198 2.91761 0.88621
H 1.70779 3.98529 -1.53129
H 0.27733 4.21066 -3.55290
H -1.94625 3.05945 -3.58763
H -2.67705 1.79069 -1.58018
F -3.37717 3.06822 0.56579
B -3.31830 3.09585 1.95639
F -1.92814 3.33518 2.26374
F -3.58712 1.79786 2.40165
F -4.11508 4.02606 2.51861
Cl 3.11055 -2.88116 1.42876
C 3.25424 -2.11162 -0.11017
C 4.50344 -1.77886 -0.60159
C 4.61380 -1.16613 -1.84121
C 3.47020 -0.80643 -2.53514
C 2.22397 -1.11082 -2.01696
Cl 0.80796 -0.50974 -2.81261
C 2.08067 -1.85123 -0.83173
N 0.85902 -2.32726 -0.37624
C -0.09507 -2.87208 -1.21335
C 0.31744 -3.50189 -2.39334
C -0.58561 -4.13094 -3.22266
C -1.92542 -4.17301 -2.87740
C -2.34295 -3.57744 -1.70028
C -1.45541 -2.92216 -0.85855
C -1.97560 -2.33442 0.43088
C -1.79520 -0.82878 0.53243
O -2.77076 -0.04487 0.58719
O -0.63745 -0.33451 0.66091
H 5.38293 -2.01900 -0.02608
H 5.58675 -0.94439 -2.25437
H 3.53209 -0.27895 -3.47373
H 0.53835 -1.94648 0.50802
H 1.36677 -3.50055 -2.64799
H -0.24107 -4.59450 -4.13500
H -2.63936 -4.67826 -3.50776
H -3.38578 -3.63352 -1.41677
H -1.44217 -2.77908 1.27963
H -3.04077 -2.54783 0.53792

Entry 7:
54
Properties=species:S:1:pos:R:3 method="wB97M-V/def2-TZVPD" charge=-1 e_above_lowest_kcal_mol=0.0 energy_ev=-250820.398 e_homo_ev=-4.241
Pd -0.23079 -0.29867 -0.93653
O 2.20371 -0.89653 5.47319
C 0.80673 -0.88869 5.23698
C 0.54047 -0.70426 3.76967
C -0.75405 -0.43787 3.33628
C -0.99634 -0.31492 1.98375
N -0.01923 -0.42421 1.08608
C 1.23247 -0.67857 1.48282
C 1.54344 -0.83090 2.82592
C 2.21307 -0.81065 0.38389
C 3.57519 -0.69686 0.54957
C 4.40525 -0.81448 -0.56278
C 5.89427 -0.63260 -0.41697
O 6.22953 0.47232 0.40905
C 3.83109 -1.05481 -1.79334
C 2.44872 -1.13205 -1.89509
N 1.66757 -1.02129 -0.82797
H 2.35692 -1.06040 6.40689
H 0.31590 -0.08096 5.78960
H 0.35206 -1.83403 5.55424
H -1.57155 -0.33975 4.03878
H -1.98492 -0.14003 1.58313
H 2.55281 -1.05586 3.13639
H 4.00224 -0.47428 1.51846
H 6.34718 -0.54007 -1.40805
H 6.33268 -1.50650 0.06777
H 5.79465 1.25347 0.04886
H 4.42862 -1.11445 -2.69281
H 1.95121 -1.24801 -2.84912
C -0.77792 2.80898 -0.80596
C -2.02876 2.03077 -1.05414
C -3.19695 2.73923 -1.40185
C -4.35887 2.08171 -1.64034
C -4.42176 0.68024 -1.48955
C -5.60637 -0.07546 -1.64177
Br -7.24395 0.77217 -2.12207
C -5.60543 -1.42499 -1.41958
C -4.43840 -2.07433 -1.03828
Br -4.50714 -3.93882 -0.68951
C -3.18842 -1.43269 -0.86817
O -2.14011 -1.99966 -0.49387
C -3.22451 0.01447 -1.13700
N -2.05196 0.71019 -0.96369
H -1.02458 3.75518 -0.32028
H -0.28816 3.01955 -1.75851
H -0.06597 2.25394 -0.19984
H -3.13612 3.81522 -1.49544
H -5.25107 2.62204 -1.92694
H -6.51830 -1.99492 -1.52763
O 1.68422 0.40998 -4.65966
Se 0.74339 1.06087 -3.51289
O 1.62427 1.52034 -2.21067
O -0.17846 -0.27155 -2.91784
O -0.26758 2.22343 -4.00317

Entry 8:
51
Properties=species:S:1:pos:R:3 method="wB97M-V/def2-TZVPD" charge=0 e_above_lowest_kcal_mol=3.6 energy_ev=-333849.637 e_homo_ev="-7.435 / -7.378"
W -0.10050 -0.04464 1.07550
C -2.77705 -1.80689 0.88676
N -1.74770 -1.16895 0.01062
C -2.39110 -0.16936 -0.87339
C -2.76588 1.04696 -0.04460
N -1.55481 1.65758 0.58170
C -0.86103 2.50449 -0.42769
C -1.97866 2.46001 1.73492
C -2.59125 3.69493 1.56816
C -3.01905 4.41040 2.67540
C -2.84280 3.88210 3.94638
C -2.24095 2.64556 4.10839
C -1.79925 1.92402 3.00223
S -1.03846 0.34498 3.19222
C -1.06488 -2.25713 -0.71014
C -1.41980 -2.64423 -1.98886
C -0.75509 -3.70654 -2.58817
C 0.23951 -4.37811 -1.89418
C 0.58397 -3.98741 -0.60839
C -0.05553 -2.91169 -0.00803
S 0.37356 -2.29277 1.59137
H -3.55074 -2.24588 0.25273
H -3.20171 -1.07632 1.56850
H -2.29586 -2.57850 1.47891
H -3.28557 -0.58151 -1.34860
H -1.67657 0.09443 -1.65402
H -3.44819 0.77296 0.75723
H -3.27656 1.78687 -0.66682
H -1.57156 3.16779 -0.92279
H -0.38608 1.87119 -1.17554
H -0.09492 3.09207 0.06935
H -2.73296 4.10982 0.57898
H -3.48494 5.37772 2.54456
H -3.17102 4.43713 4.81535
H -2.09783 2.23003 5.09744
H -2.20112 -2.12876 -2.53161
H -1.01612 -4.00624 -3.59400
H 0.76224 -5.20267 -2.36101
H 1.37453 -4.49488 -0.07099
Br 5.33041 3.89701 -0.94136
C 3.99305 2.56921 -0.87541
C 3.86642 1.63799 -1.91473
Br 5.03345 1.69500 -3.39400
C 2.87212 0.66218 -1.86833
Br 2.59721 -0.61348 -3.21937
C 2.01368 0.62186 -0.77779
O 1.03609 -0.24518 -0.59374
C 2.15306 1.54045 0.26185
O 1.25450 1.37353 1.24049
C 3.12767 2.52212 0.21709
Br 3.19554 3.73822 1.64740